No. 1
A cluster of 9 separate species, C55H62F6IN10O10P in total, computed with ωB97M-V/def2-TZVPD.

Computed properties:
Gap between HOMO and LUMO ... 8.9786 eV
HOMO level ... -9.022 eV
SMILES string ... [H]/N=C(\C)C[C@@](COC(F)(F)F)(O[C@@](O)([C@@H](OCCOCC)O[C@@H](I)N=C=O)P(=O)(O)O)C(F)(F)F.c1ccncc1.c1ccncc1.c1ccncc1.c1ccncc1.c1ccncc1.c1ccncc1.c1ccncc1.c1ccncc1
E_tot ... -127103.623 eV

Each line ends with the Löwdin charge.
Positions of all 145 atoms, in Å:
C1 -3.90226 3.51379 -2.10218  -0.0920
C2 -3.07543 2.37834 -1.26307  -0.2480
O1 -2.72485 1.23143 -2.08355  -0.2099
C3 -1.68387 1.56477 -3.04707  -0.1641
C4 -0.20572 1.71046 -2.35208  -0.1220
O2 0.62640 0.68792 -2.96873  -0.1676
C5 1.66449 0.21605 -2.08594  -0.2491
O3 1.85955 -1.19787 -2.38789  -0.1218
C6 0.87414 -2.02323 -1.74363  -0.7095
I1 -0.91863 -2.39501 -2.97439  0.8568
N1 1.52656 -3.39819 -1.58619  0.0519
C7 1.66996 -3.57455 -0.28326  -0.1621
O4 1.63230 -3.60737 0.97528  0.0833
C8 3.11977 0.92060 -2.35821  -0.3901
O5 4.09703 -0.12656 -2.28072  0.0095
O6 3.35338 2.14483 -1.69077  -0.0183
C9 4.03704 2.11369 -0.43014  -0.2508
C10 3.88480 3.66897 0.09694  -0.0657
O7 2.61101 4.26213 -0.29806  0.0085
C11 2.26138 5.36351 0.52652  -0.3900
F1 1.18963 6.09452 -0.10866  0.0774
F2 3.31148 6.30253 0.74054  0.0799
F3 1.73846 4.81262 1.76137  0.0769
C12 5.64487 1.91142 -0.53319  -0.0420
C13 6.51063 2.49975 0.66241  -0.3351
C14 7.11928 4.02032 0.74036  -0.0690
N2 6.85842 1.72200 1.69706  0.1033
C15 3.32982 1.25479 0.73556  -0.2648
F4 3.94532 1.43911 2.03680  0.0573
F5 3.30119 -0.15281 0.53022  0.0899
F6 1.96087 1.69969 0.94875  0.0590
P1 3.04949 1.37545 -4.24275  0.7646
O8 2.65662 0.17905 -5.11847  -0.2797
O9 4.67415 1.88183 -4.60861  -0.1891
O10 2.08832 2.78557 -4.50960  -0.1782
H1 -4.83871 3.02036 -2.55491  0.0630
H2 -4.13882 4.34547 -1.34372  0.0757
H3 -3.23688 3.98650 -2.91455  0.0470
H4 -2.16830 2.89724 -0.76925  0.1144
H5 -3.74150 1.98804 -0.39956  0.1283
H6 -1.63402 0.65922 -3.77610  0.1077
H7 -1.92746 2.47719 -3.70315  0.1127
H8 0.18611 2.75302 -2.63971  0.1314
H9 -0.38220 1.57699 -1.22657  0.1349
H10 1.31875 0.27512 -0.99648  0.1496
H11 0.57865 -1.69660 -0.68556  0.1190
H12 4.46076 -0.30308 -3.18569  0.1229
H13 4.69836 4.24349 -0.50684  0.1432
H14 4.15101 3.78666 1.20294  0.1541
H15 5.95416 2.42873 -1.52926  0.1459
H16 5.89581 0.79090 -0.69632  0.1410
H17 6.95440 4.61952 -0.22068  0.0735
H18 8.25646 3.88368 0.93648  0.0913
H19 6.67954 4.49033 1.68725  0.0849
H20 7.41936 2.27298 2.37556  0.0512
H21 4.64844 2.86470 -4.44576  0.0769
H22 1.93819 2.92429 -5.47450  0.0948
N3 -1.36167 -6.69750 1.54247  0.0578
C16 -0.35493 -5.91471 1.96926  -0.1550
C17 0.51125 -6.26249 2.99345  -0.0678
C18 0.32947 -7.48791 3.61967  -0.0802
C19 -0.70262 -8.31531 3.20089  -0.0803
C20 -1.51366 -7.87903 2.16535  -0.1766
H23 -0.25539 -4.96719 1.45152  0.0795
H24 1.30759 -5.59248 3.29416  0.0979
H25 0.98607 -7.79597 4.42647  0.0542
H26 -0.87264 -9.27780 3.66795  0.1023
H27 -2.33179 -8.49225 1.79995  0.1046
N4 -2.18337 5.54258 -5.03389  0.0526
C21 -3.04853 5.42218 -6.05527  -0.1502
C22 -3.27928 6.41677 -6.99190  -0.0758
C23 -2.58072 7.60943 -6.86846  -0.0825
C24 -1.68211 7.76227 -5.82189  -0.0773
C25 -1.51929 6.70694 -4.93910  -0.1516
H28 -3.57274 4.47317 -6.10727  0.1033
H29 -3.98729 6.26336 -7.79701  0.1015
H30 -2.73493 8.41250 -7.58136  0.1050
H31 -1.12079 8.67987 -5.69541  0.1011
H32 -0.82578 6.77679 -4.10680  0.1012
N5 -0.08488 -10.94991 -0.59571  0.0594
C26 0.48797 -10.05552 0.22817  -0.1610
C27 1.65513 -10.29531 0.93506  -0.0771
C28 2.26907 -11.53108 0.78920  -0.0811
C29 1.69851 -12.47505 -0.05369  -0.0801
C30 0.53119 -12.13790 -0.71978  -0.1606
H33 -0.03021 -9.10574 0.31162  0.0875
H34 2.07368 -9.53518 1.58347  0.1022
H35 3.18391 -11.75670 1.32691  0.1053
H36 2.15082 -13.44967 -0.19046  0.0994
H37 0.04901 -12.84039 -1.39253  0.0998
N6 1.76690 10.61081 1.41128  0.0555
C31 2.32474 11.51316 2.23616  -0.1546
C32 3.48192 11.28235 2.96260  -0.0798
C33 4.10090 10.04676 2.83586  -0.0811
C34 3.54552 9.09481 1.99216  -0.0780
C35 2.38751 9.42366 1.30589  -0.1472
H38 1.80243 12.46214 2.30393  0.1010
H39 3.88871 12.04850 3.61119  0.0999
H40 5.00796 9.82761 3.38928  0.1040
H41 4.00179 8.12136 1.87033  0.0812
H42 1.91720 8.71467 0.63169  0.0922
N7 -6.93055 4.17312 -2.07069  0.0463
C36 -7.50305 4.72995 -0.98968  -0.1390
C37 -8.83980 4.57591 -0.65897  -0.0727
C38 -9.63745 3.80528 -1.49302  -0.0830
C39 -9.07321 3.21950 -2.61780  -0.0780
C40 -7.72547 3.43069 -2.85971  -0.1522
H43 -6.83955 5.32565 -0.37068  0.1041
H44 -9.24713 5.04658 0.22780  0.0819
H45 -10.68925 3.66210 -1.26858  0.1028
H46 -9.66676 2.61239 -3.29039  0.0998
H47 -7.23745 2.99077 -3.72433  0.1017
N8 4.52310 -9.32734 -2.33613  0.0538
C41 5.39503 -8.30578 -2.38732  -0.1604
C42 5.02919 -6.97342 -2.28269  -0.0798
C43 3.68402 -6.67284 -2.11924  -0.0791
C44 2.76112 -7.70792 -2.06474  -0.0685
C45 3.22756 -9.00827 -2.17550  -0.1533
H48 6.43392 -8.59124 -2.51938  0.0982
H49 5.77630 -6.19048 -2.32830  0.0989
H50 3.35789 -5.64132 -2.03499  0.0871
H51 1.70370 -7.50921 -1.93858  0.1034
H52 2.54533 -9.85200 -2.13522  0.0953
N9 -9.49075 5.14688 3.04882  0.0510
C46 -9.41388 6.12566 3.96664  -0.1504
C47 -10.38302 6.35829 4.92914  -0.0767
C48 -11.50131 5.53682 4.94657  -0.0820
C49 -11.60810 4.51903 4.00917  -0.0760
C50 -10.58321 4.36544 3.08962  -0.1556
H53 -8.52293 6.74287 3.91029  0.1025
H54 -10.26698 7.16130 5.64659  0.1013
H55 -12.28244 5.68815 5.68401  0.1053
H56 -12.46740 3.85994 3.99381  0.1015
H57 -10.61895 3.58182 2.33895  0.1003
N10 1.70951 -9.25674 5.93462  0.0476
C51 2.71600 -8.47488 6.36187  -0.1453
C52 3.58195 -8.82293 7.38569  -0.0712
C53 3.39975 -10.04805 8.01129  -0.0786
C54 2.36717 -10.87524 7.59208  -0.0724
C55 1.55708 -10.43817 6.55675  -0.1397
H58 2.81590 -7.52580 5.84405  0.1017
H59 4.37821 -8.15342 7.68684  0.1028
H60 4.05652 -10.35569 8.81804  0.1062
H61 2.19626 -11.83758 8.05859  0.1025
H62 0.73882 -11.05064 6.19105  0.1048


No. 2
A structure of composition C26H30F32N2O8S, computed with ωB97M-V/def2-TZVPD.

Computed properties:
Gap between HOMO and LUMO ... 8.9856 eV
HOMO level ... -8.754 eV
E_tot ... -144601.584 eV

Each line ends with the Löwdin charge.
Positions of all 99 atoms, in Å:
N1 2.72356 -1.68084 3.48724  0.0251
C1 2.79892 -0.39169 2.81538  -0.2308
C2 1.54237 -0.29323 1.92223  -0.1697
C3 0.45483 0.66806 2.39048  -0.1771
C4 -0.93550 0.16123 2.08057  -0.1085
C5 -1.32350 -0.91445 3.05462  -0.5490
N2 -1.83299 -0.20720 4.20703  0.1191
C6 -2.45567 -1.90432 2.72006  -0.0685
O1 -1.91888 -3.26359 2.79596  -0.1575
S1 -0.36642 -3.05989 2.59864  0.5191
O2 0.50102 -3.95767 3.17423  -0.1764
O3 -0.19472 -2.87658 1.22882  -0.2039
O4 -0.27023 -1.74739 3.49235  -0.1256
H1 3.46040 -2.26887 3.21396  0.0564
H2 2.70029 -1.59100 4.47465  0.0639
H3 3.63302 -0.40099 2.16864  0.0967
H4 2.82230 0.42061 3.48651  0.0805
H5 1.16410 -1.27249 1.85706  0.0453
H6 1.80981 -0.00823 0.93616  0.1063
H7 0.57748 0.94163 3.40999  0.1056
H8 0.59476 1.56373 1.85291  0.0854
H9 -0.95727 -0.17893 1.07377  0.1223
H10 -1.63049 0.95389 2.15718  0.1126
H11 -1.43095 -0.58781 5.03718  0.0964
H12 -1.53969 0.74818 4.18550  0.0734
H13 -3.02463 -1.70771 1.84737  0.1290
H14 -3.17402 -1.88010 3.48609  0.1090
C7 -2.00882 5.80987 1.62455  -0.0416
C8 -0.75442 4.96263 1.31555  -0.4402
C9 0.45941 5.66833 0.71155  -0.3100
F1 0.19631 6.21151 -0.48073  0.1106
F2 1.46776 4.77583 0.52874  0.0876
F3 -1.10082 3.91130 0.55075  0.1353
F4 -0.34027 4.45820 2.51354  0.0976
O5 -3.06555 5.81650 0.68655  0.0537
C10 -3.06555 6.69895 -0.36282  -0.5627
C11 -2.94111 5.98641 -1.70262  -0.2907
F5 -1.81944 5.24835 -1.74912  0.1040
F6 -2.87775 6.90447 -2.68656  0.1087
F7 -2.13275 7.64593 -0.19985  0.1562
F8 -4.25127 7.32232 -0.34003  0.1596
H15 -2.44478 5.33861 2.50130  0.1484
H16 -1.75295 6.81996 1.93522  0.1459
H17 0.82831 6.44982 1.38328  0.1742
H18 -3.79519 5.33760 -1.86543  0.1755
C12 -2.45100 -2.32611 -4.81621  -0.0274
C13 -2.15848 -2.07537 -6.31357  -0.4375
C14 -1.88406 -0.64073 -6.78522  -0.3109
F9 -2.92262 0.18321 -6.57842  0.1041
F10 -1.64773 -0.65835 -8.11801  0.0946
F11 -3.14528 -2.62261 -7.04874  0.1343
F12 -1.02620 -2.77651 -6.59310  0.1044
O6 -3.81163 -2.48422 -4.40012  0.0535
C15 -4.66425 -1.47563 -4.08958  -0.5744
C16 -5.84804 -1.44709 -5.06119  -0.2942
F13 -5.44224 -1.30295 -6.32566  0.1114
F14 -6.65260 -0.39981 -4.76213  0.0959
F15 -4.03507 -0.30140 -3.99480  0.1631
F16 -5.16212 -1.74197 -2.87004  0.1506
H19 -2.03893 -3.30052 -4.61150  0.1133
H20 -1.90271 -1.64012 -4.17550  0.1492
H21 -0.99981 -0.23400 -6.28571  0.1720
H22 -6.42111 -2.37195 -4.98459  0.1752
C17 6.70838 4.88053 3.71636  -0.0307
C18 6.54892 4.87390 5.25524  -0.4451
C19 6.64212 3.53669 6.00332  -0.3112
F17 5.68882 2.66637 5.63686  0.1019
F18 6.48422 3.76793 7.32664  0.0971
F19 5.40622 5.50715 5.57794  0.1347
F20 7.56874 5.63092 5.73755  0.1072
O7 5.54412 4.92442 2.89564  0.0492
C20 4.85493 3.80097 2.52805  -0.5636
C21 3.43847 3.79719 3.10186  -0.2745
F21 3.43924 3.88410 4.44102  0.1091
F22 2.85121 2.61406 2.78543  0.0924
F23 5.53635 2.69103 2.83261  0.1595
F24 4.74366 3.83070 1.19304  0.1596
H23 7.19594 5.82645 3.49907  0.1462
H24 7.40097 4.11327 3.37996  0.1442
H25 7.62338 3.07792 5.85013  0.1726
H26 2.86177 4.63502 2.70859  0.1610
C22 0.17514 -6.61580 -4.15240  -0.0294
C23 0.38342 -8.11104 -3.81490  -0.4459
C24 -0.78354 -9.08546 -4.02580  -0.3124
F25 -1.85132 -8.79090 -3.26985  0.1039
F26 -0.37889 -10.32882 -3.67948  0.0969
F27 0.85195 -8.21309 -2.55969  0.1394
F28 1.37181 -8.54402 -4.64171  0.1062
O8 -0.11196 -5.69689 -3.10060  0.0534
C25 -1.37775 -5.46894 -2.63994  -0.5566
C26 -1.55626 -5.90499 -1.18791  -0.2848
F29 -1.28938 -7.20978 -1.03767  0.1093
F30 -2.84210 -5.71780 -0.82411  0.1041
F31 -2.28654 -6.01435 -3.45672  0.1582
F32 -1.60406 -4.14861 -2.70416  0.1435
H27 1.14468 -6.28137 -4.50984  0.1465
H28 -0.50446 -6.48355 -4.99076  0.1433
H29 -1.08395 -9.10353 -5.07781  0.1721
H30 -0.90946 -5.35452 -0.50031  0.1741


No. 3
A structure of composition C20H42NOP3Ru, computed with ωB97M-V/def2-TZVPD.

Computed properties:
<S²> ... 8.78
Gap between HOMO and LUMO (alpha / beta) ... 7.3323 / 6.5357 eV
Charge ... +3
HOMO level (alpha / beta) ... -15.967 / -18.534 eV
2S+1 ... 6
Relative energy (zero: lowest compared OMol25 entry of this formula, charge and spin) ... 0.6 kJ/mol
E_tot ... -55376.631 eV

Each line ends with the Löwdin charge.
Positions of all 68 atoms, in Å:
Ru1 -0.86951 1.18665 0.77173  0.8724
P1 0.05566 2.42700 -0.92372  0.7014
P2 1.03177 0.40028 1.85173  0.7183
P3 -1.82256 2.65972 2.18209  0.7049
H1 -2.00709 -1.14094 0.75006  0.0306
C1 -2.21691 -0.08466 0.96035  -0.3798
C2 -2.37655 0.78951 -0.25975  -0.3848
H2 -2.25067 0.27015 -1.21870  0.0542
C3 0.56755 1.32012 -2.27857  -0.2336
C4 1.51982 3.41638 -0.47984  -0.2224
C5 -1.08286 3.62762 -1.68504  -0.2153
C6 0.80623 -1.38542 2.10620  -0.2388
C7 2.65391 0.51811 1.03382  -0.2497
C8 1.32626 1.12372 3.49724  -0.2179
C9 -3.44243 3.32215 1.66579  -0.2155
C10 -0.82660 4.13772 2.55079  -0.2177
C11 -2.17915 1.87643 3.79295  -0.2189
H3 -2.97454 0.04162 1.74203  0.0766
H4 -3.24072 1.46350 -0.25581  0.0693
H5 -0.32890 0.95898 -2.79920  0.0520
H6 1.12572 0.45471 -1.88813  -0.0037
H7 1.19739 1.87639 -2.98634  0.0760
H8 2.43163 2.82246 -0.61349  0.0501
H9 1.45311 3.74189 0.56545  0.0346
H10 1.56062 4.30148 -1.12913  0.0748
H11 -1.88549 3.09315 -2.20847  0.0632
H12 -0.52736 4.24590 -2.40489  0.0766
H13 -1.52277 4.27544 -0.91418  0.0494
H14 1.41296 -1.72411 2.95740  0.0751
H15 1.10954 -1.92087 1.19590  0.0267
H16 -0.25215 -1.58311 2.31193  0.0307
H17 3.04722 1.54014 1.09667  0.0495
H18 2.55271 0.19779 -0.01462  -0.0084
H19 3.35382 -0.17326 1.52323  0.0782
H20 0.44393 1.00019 4.13758  0.0401
H21 1.54887 2.19458 3.39389  0.0515
H22 2.18619 0.62398 3.96584  0.0820
H23 -3.66493 4.22738 2.24681  0.0770
H24 -4.22505 2.57536 1.85103  0.0693
H25 -3.43096 3.57396 0.59879  0.0441
H26 -1.49352 4.93763 2.90037  0.0748
H27 -0.30533 4.47527 1.64601  0.0294
H28 -0.08984 3.90578 3.33064  0.0521
H29 -3.26727 1.82240 3.92595  0.0692
H30 -1.74419 2.47791 4.60144  0.0724
H31 -1.76876 0.86050 3.83380  0.0331
C12 -0.86833 -4.23339 -3.04063  -0.1714
C13 -1.65982 -5.02304 -2.15004  0.0906
C14 -1.64683 -4.61892 -0.82070  0.0222
C15 -1.29619 -3.28269 -0.51470  0.0192
C16 -0.93503 -2.39828 -1.54600  -0.0361
C17 -0.71883 -2.86179 -2.83603  0.0523
O1 -0.03001 -4.77720 -3.98904  0.2024
H32 0.12872 -5.66729 -3.82297  0.1135
H33 -2.12997 -5.93065 -2.47750  0.1486
H34 -1.93033 -5.26932 0.00987  0.1446
H35 -1.24128 -2.95423 0.51421  0.0996
H36 -0.69459 -1.36377 -1.35638  0.0735
H37 -0.29687 -2.26000 -3.64008  0.1561
C18 4.44452 -3.52016 -2.79421  -0.0689
C19 3.01026 -3.68746 -2.27335  -0.2131
C20 2.50063 -2.48465 -1.63105  -0.1597
N1 2.06481 -1.52690 -1.14703  0.1601
H38 4.50331 -2.66543 -3.47590  0.0903
H39 4.78031 -4.41093 -3.33007  0.0930
H40 5.13020 -3.34393 -1.95925  0.0917
H41 2.33230 -3.95609 -3.09846  0.1056
H42 2.96423 -4.51546 -1.54834  0.1329